Entry 1:
DFT (wB97M-V/def2-TZVPD) results for a cluster of 2 separate species, C9H14 in total in a non-equilibrium geometry.

The geometry in ORCA input format:
```
! wB97M-V def2-TZVPD RIJCOSX def2/J DEFGRID3
* xyz 0 1
C -2.071 -2.942 -1.760
C -0.994 -2.685 -2.810
H -2.585 -2.021 -1.481
H -2.870 -3.443 -2.271
H -1.767 -3.511 -0.895
H -0.015 -3.130 -2.615
H -1.245 -3.092 -3.799
H -0.840 -1.646 -3.117
C -0.122 1.654 -1.416
C 1.249 1.811 2.120
C 0.757 2.191 0.883
C 1.038 0.509 2.588
C 0.278 1.246 -0.025
C 0.570 -0.412 1.695
C 0.210 -0.075 0.381
H 1.715 2.585 2.700
H 1.063 3.189 0.598
H 1.295 0.324 3.624
H 0.332 -1.421 2.010
H -0.235 0.818 -2.099
H 0.549 2.420 -1.780
H -0.010 -0.829 -0.367
H -1.138 2.057 -1.429
*
```

Summary:
Energy, eV: -9559.5229
Gap between HOMO and LUMO, Eh: 0.370
SMILES: Cc1ccccc1.CC

---

Entry 2:
DFT (wB97M-V/def2-TZVPD) results for a cluster of 2 separate species, C9H14 in total in a non-equilibrium geometry.

The geometry in ORCA input format:
```
! wB97M-V def2-TZVPD RIJCOSX def2/J DEFGRID3
* xyz 0 1
C 2.358 -1.199 1.156
C 0.329 0.678 -1.387
C -0.304 1.604 -0.595
C 1.265 -0.231 -0.902
C 1.454 -0.174 0.469
C -0.010 1.711 0.759
C 0.994 0.894 1.278
H 0.184 0.716 -2.470
H -1.122 2.254 -0.899
H 1.796 -0.946 -1.509
H -0.600 2.404 1.343
H 3.332 -1.283 0.654
H 1.940 -2.165 0.853
H 1.275 0.926 2.315
H 2.318 -1.111 2.231
C -3.031 -0.574 -0.430
C -2.067 -1.722 -0.430
H -3.108 -0.320 0.641
H -2.634 0.257 -1.017
H -4.011 -0.723 -0.867
H -2.175 -2.565 0.243
H -1.092 -1.412 -0.001
H -1.760 -1.836 -1.487
*
```

Summary:
Energy, eV: -9559.1150
Gap between HOMO and LUMO, Eh: 0.366
SMILES: Cc1ccccc1.CC

---

Entry 3:
DFT (wB97M-V/def2-TZVPD) results for a cluster of 2 separate species, C9H14 in total in a non-equilibrium geometry.

The geometry in ORCA input format:
```
! wB97M-V def2-TZVPD RIJCOSX def2/J DEFGRID3
* xyz 0 1
C 2.622 4.263 -1.025
C 2.718 2.753 -0.804
H 2.882 4.826 -0.142
H 3.052 4.573 -1.992
H 1.565 4.507 -1.172
H 2.475 2.532 0.249
H 3.683 2.301 -1.031
H 2.074 2.150 -1.497
C -0.167 -3.426 1.212
C -1.502 0.455 -0.353
C -2.308 -0.278 0.553
C -0.336 -0.139 -0.803
C -1.932 -1.537 0.976
C 0.080 -1.343 -0.182
C -0.686 -2.074 0.713
H -1.845 1.380 -0.771
H -3.253 0.116 0.908
H 0.388 0.288 -1.489
H -2.682 -2.063 1.555
H 1.109 -1.646 -0.400
H -0.781 -4.207 0.769
H -0.241 -3.435 2.301
H 0.843 -3.470 0.827
*
```

Summary:
Energy, eV: -9559.5624
Gap between HOMO and LUMO, Eh: 0.370
SMILES: Cc1ccccc1.CC